1.
Molecular formula: C22H57ClN2O13PS2
Method: DFT, wB97M-V/def2-TZVPD

Element x y z (Å)
1 O -2.04 -2.94 2.48
2 C -1.08 -3.46 1.67
3 N -0.35 -3.85 0.54
4 S 0.56 -2.37 0.14
5 O -0.47 -1.47 -0.65
6 O 1.71 -2.76 -0.81
7 N 1.06 -1.69 1.67
8 S 1.96 -0.20 1.48
9 O 2.83 -0.13 0.20
10 O 1.03 1.04 1.64
11 P 3.37 -0.16 3.15
12 O 2.45 -0.72 4.55
13 Cl 4.88 -1.57 2.65
14 H 1.50 -0.46 4.34
15 C -1.63 3.06 1.45
16 C -2.66 2.60 2.46
17 C -3.49 1.45 1.92
18 O -3.52 3.69 2.78
19 H -2.11 3.42 0.53
20 H -1.05 3.90 1.84
21 H -0.94 2.25 1.19
22 H -2.16 2.30 3.38
23 H -4.04 1.75 1.02
24 H -4.24 1.14 2.65
25 H -2.86 0.59 1.68
26 H -3.97 3.97 1.97
27 C -1.21 -7.22 3.61
28 C 0.00 -6.59 4.28
29 C -0.23 -6.40 5.77
30 O 0.27 -5.33 3.68
31 H -2.10 -6.58 3.72
32 H -1.04 -7.34 2.54
33 H -1.44 -8.20 4.04
34 H 0.88 -7.23 4.12
35 H -1.07 -5.73 5.95
36 H 0.65 -5.94 6.24
37 H -0.42 -7.36 6.27
38 H -0.50 -4.76 3.81
39 C 6.53 2.06 -1.57
40 C 6.70 0.55 -1.42
41 C 6.85 -0.13 -2.77
42 O 5.57 0.02 -0.74
43 H 5.63 2.29 -2.15
44 H 6.41 2.53 -0.59
45 H 7.39 2.50 -2.08
46 H 7.58 0.35 -0.80
47 H 5.96 0.03 -3.39
48 H 6.96 -1.21 -2.64
49 H 7.73 0.25 -3.30
50 H 4.78 0.20 -1.28
51 C -4.39 0.49 -1.68
52 C -4.92 -0.89 -1.99
53 C -5.36 -1.62 -0.73
54 O -3.90 -1.65 -2.64
55 H -3.51 0.44 -1.02
56 H -4.06 1.00 -2.59
57 H -5.15 1.11 -1.19
58 H -5.76 -0.82 -2.69
59 H -4.52 -1.75 -0.04
60 H -5.73 -2.62 -0.98
61 H -6.16 -1.07 -0.22
62 H -3.15 -1.73 -2.03
63 C 2.42 5.22 0.07
64 C 1.98 4.81 -1.33
65 C 0.54 4.35 -1.35
66 O 2.82 3.76 -1.80
67 H 2.34 4.38 0.76
68 H 3.46 5.54 0.07
69 H 1.80 6.04 0.45
70 H 2.11 5.66 -2.02
71 H 0.40 3.47 -0.71
72 H 0.24 4.05 -2.36
73 H -0.14 5.14 -1.01
74 H 2.72 3.00 -1.20
75 C -7.57 -5.09 -2.15
76 C -7.24 -5.18 -0.67
77 C -7.56 -6.56 -0.12
78 O -7.98 -4.20 0.05
79 H -8.64 -5.26 -2.32
80 H -7.35 -4.09 -2.53
81 H -7.01 -5.82 -2.73
82 H -6.17 -4.97 -0.52
83 H -8.63 -6.78 -0.22
84 H -7.32 -6.61 0.95
85 H -6.99 -7.34 -0.64
86 H -8.92 -4.38 -0.08
87 C 6.99 7.21 -3.62
88 C 5.95 6.75 -2.61
89 C 5.12 5.59 -3.15
90 O 5.09 7.84 -2.29
91 H 6.51 7.56 -4.54
92 H 7.57 8.05 -3.22
93 H 7.68 6.40 -3.88
94 H 6.45 6.44 -1.68
95 H 4.58 5.89 -4.05
96 H 4.37 5.28 -2.41
97 H 5.76 4.73 -3.39
98 H 4.64 8.12 -3.10

Total energy   -96814.72365 eV
Charge   -1

---

2.
Molecular formula: C5H15NO2
Method: DFT, wB97M-V/def2-TZVPD

Element x y z (Å)
1 C 0.03 -0.68 0.75
2 O 1.32 -0.42 1.37
3 C -0.27 0.42 -0.31
4 C -0.93 -0.19 -1.59
5 C -2.44 0.42 -1.66
6 C -0.19 0.03 -2.87
7 N 1.19 0.97 -0.59
8 H -0.63 -0.89 1.64
9 H 0.27 -1.75 0.38
10 H 1.80 0.37 1.06
11 H -0.81 1.29 0.12
12 H -0.86 -1.20 -1.35
13 H -3.20 -0.36 -1.56
14 H -2.45 1.17 -2.48
15 H -2.58 0.89 -0.69
16 H -0.35 1.02 -3.23
17 H -0.44 -0.52 -3.77
18 H 0.82 -0.21 -2.91
19 H 1.07 1.71 -1.31
20 H 1.66 0.33 -1.20
21 H 1.15 -0.29 3.42
22 H 1.40 -0.25 5.01
23 O 0.90 -0.60 4.26

Total energy   -11011.31921 eV
Charge   0
SMILES string   CC(C)[C@H](N)CO.O

---

3.
Molecular formula: C21H48I2N3O4PS
Method: DFT, wB97M-V/def2-TZVPD

Element x y z (Å)
1 C 1.44 1.72 2.97
2 C 2.36 1.63 1.77
3 S 2.45 0.02 0.94
4 C 0.75 -0.55 0.79
5 P 0.05 -1.33 2.34
6 N -1.55 -1.58 1.81
7 C -2.37 -0.61 1.77
8 C -2.81 0.13 3.01
9 C -3.00 -0.19 0.47
10 C 0.62 -3.10 2.26
11 I -0.56 -4.07 3.76
12 C 2.09 -3.40 2.51
13 C 2.95 -3.24 1.25
14 I 2.93 -2.38 4.21
15 H 0.42 1.42 2.75
16 H 1.80 1.06 3.76
17 H 1.45 2.74 3.37
18 H 2.10 2.40 1.04
19 H 3.38 1.82 2.09
20 H 0.11 0.29 0.50
21 H 0.72 -1.25 -0.05
22 H -3.77 0.62 2.88
23 H -2.05 0.87 3.27
24 H -2.91 -0.60 3.81
25 H -3.88 -0.82 0.32
26 H -2.33 -0.37 -0.36
27 H -3.36 0.83 0.50
28 H 0.37 -3.52 1.28
29 H 2.15 -4.44 2.81
30 H 3.88 -2.72 1.44
31 H 3.19 -4.22 0.85
32 H 2.40 -2.71 0.47
33 C 4.81 -6.65 -4.75
34 O 3.90 -6.51 -3.68
35 C 4.51 -6.12 -2.45
36 C 4.04 -4.74 -2.04
37 N 4.57 -3.72 -2.94
38 C 4.02 -2.38 -2.73
39 C 2.54 -2.17 -3.04
40 O 2.22 -2.31 -4.42
41 C 1.90 -3.62 -4.84
42 H 4.25 -7.04 -5.60
43 H 5.26 -5.69 -5.03
44 H 5.61 -7.36 -4.51
45 H 5.60 -6.14 -2.53
46 H 4.21 -6.83 -1.68
47 H 4.39 -4.53 -1.03
48 H 2.94 -4.75 -2.03
49 H 4.40 -4.00 -3.89
50 H 4.58 -1.70 -3.37
51 H 4.20 -2.08 -1.70
52 H 2.30 -1.14 -2.78
53 H 1.89 -2.81 -2.43
54 H 1.42 -4.20 -4.05
55 H 2.79 -4.16 -5.19
56 H 1.21 -3.54 -5.68
57 C -5.23 8.04 0.97
58 O -5.75 6.75 0.73
59 C -5.44 6.23 -0.56
60 C -4.53 5.03 -0.45
61 N -3.20 5.42 0.00
62 C -2.32 4.31 0.32
63 C -2.69 3.43 1.51
64 O -2.62 4.08 2.76
65 C -3.80 4.75 3.17
66 H -5.60 8.36 1.94
67 H -4.14 8.05 0.99
68 H -5.58 8.75 0.21
69 H -4.99 7.00 -1.19
70 H -6.39 5.92 -1.02
71 H -4.45 4.55 -1.43
72 H -5.01 4.31 0.24
73 H -3.30 6.01 0.82
74 H -1.33 4.72 0.52
75 H -2.23 3.67 -0.57
76 H -1.96 2.62 1.56
77 H -3.67 2.95 1.38
78 H -4.70 4.25 2.80
79 H -3.81 5.79 2.84
80 H -3.82 4.75 4.26

Total energy   -71537.30540 eV
Charge   0

---

4.
Molecular formula: C23H16Cl2N3O6Ti
Method: DFT, wB97M-V/def2-TZVPD

Element x y z (Å)
1 Ti -2.11 1.31 -1.07
2 O -3.00 -1.84 -3.51
3 C -2.92 -1.02 -2.63
4 O -2.24 0.10 -2.65
5 C -3.64 -1.21 -1.31
6 C -4.42 -2.28 -0.91
7 C -5.00 -2.22 0.36
8 C -4.81 -1.11 1.18
9 C -4.03 -0.08 0.69
10 N -3.48 -0.17 -0.51
11 C -3.70 1.24 1.36
12 O -4.16 1.54 2.43
13 O -2.90 1.98 0.62
14 H -4.56 -3.12 -1.56
15 H -5.60 -3.04 0.71
16 H -5.25 -1.03 2.16
17 O -0.20 2.10 -1.81
18 C 0.39 1.29 -1.05
19 N 1.70 1.09 -0.88
20 C 1.93 0.02 0.09
21 C 0.45 -0.34 0.46
22 O 0.13 -1.21 1.23
23 N -0.37 0.48 -0.27
24 C 2.62 0.51 1.36
25 C 2.89 1.85 1.58
26 C 3.49 2.26 2.77
27 C 3.81 1.33 3.75
28 C 3.52 -0.01 3.53
29 C 2.94 -0.42 2.35
30 C 2.66 -1.14 -0.57
31 C 4.05 -1.16 -0.60
32 C 4.72 -2.15 -1.29
33 C 4.01 -3.14 -1.97
34 C 2.62 -3.12 -1.94
35 C 1.95 -2.13 -1.25
36 H 2.41 1.53 -1.44
37 H 2.64 2.59 0.84
38 H 3.70 3.31 2.93
39 H 4.27 1.65 4.67
40 H 3.76 -0.75 4.29
41 H 2.71 -1.47 2.18
42 H 4.61 -0.41 -0.06
43 H 5.80 -2.16 -1.30
44 H 4.53 -3.91 -2.50
45 H 2.06 -3.89 -2.46
46 H 0.87 -2.13 -1.24
47 Cl -4.14 2.71 -2.26
48 C -3.89 4.19 -1.27
49 Cl -2.18 4.59 -1.24
50 H -4.22 3.97 -0.27
51 H -4.44 4.99 -1.75

Total energy   -89032.35500 eV
Charge   0
⟨S²⟩   0.7533
Spin multiplicity   2

---

5.
Molecular formula: C36H62BrGeIN4OSSeSiW
Method: DFT, wB97M-V/def2-TZVPD

Element x y z (Å)
1 W 0.07 2.46 -0.65
2 C 3.76 4.84 0.22
3 C 3.98 4.63 1.57
4 C 3.04 3.89 2.27
5 C 1.94 3.36 1.61
6 N 1.76 3.53 0.28
7 C 2.65 4.29 -0.38
8 C 0.84 2.68 2.29
9 C 0.79 2.40 3.65
10 C -0.37 1.85 4.17
11 C -1.46 1.63 3.34
12 C -1.34 1.92 1.99
13 N -0.19 2.40 1.48
14 C -2.44 1.85 1.02
15 C -3.74 1.53 1.36
16 C -4.75 1.67 0.42
17 C -4.43 2.17 -0.83
18 C -3.10 2.44 -1.11
19 N -2.11 2.25 -0.23
20 H 4.45 5.44 -0.37
21 H 4.84 5.04 2.07
22 H 3.16 3.74 3.34
23 H 2.45 4.46 -1.43
24 H 1.62 2.63 4.30
25 H -0.44 1.62 5.23
26 H -2.38 1.24 3.74
27 H -3.98 1.20 2.36
28 H -5.77 1.43 0.67
29 H -5.18 2.34 -1.59
30 H -2.82 2.84 -2.08
31 N 0.47 5.11 -4.10
32 C 0.22 3.97 -3.49
33 O 0.61 3.76 -2.31
34 C -0.52 2.92 -4.29
35 I -0.72 1.17 -3.12
36 H 0.93 5.87 -3.61
37 H 0.20 5.27 -5.06
38 H 0.03 2.67 -5.19
39 H -1.51 3.29 -4.58
40 C 0.76 8.00 -1.56
41 Ge -0.12 8.10 0.19
42 C 0.84 9.20 1.47
43 C -2.01 8.52 0.04
44 C 0.09 6.19 0.82
45 Se -1.01 5.00 -0.26
46 C -2.49 5.01 0.99
47 H 0.21 8.57 -2.32
48 H 0.79 6.95 -1.87
49 H 1.78 8.39 -1.51
50 H 0.84 10.23 1.13
51 H 1.88 8.88 1.56
52 H 0.37 9.16 2.45
53 H -2.12 9.50 -0.42
54 H -2.49 8.58 1.02
55 H -2.55 7.81 -0.58
56 H -0.18 6.02 1.86
57 H 1.14 5.93 0.68
58 H -2.71 6.06 1.17
59 H -2.20 4.53 1.92
60 H -3.35 4.53 0.55
61 C -0.27 -6.27 -2.70
62 C 0.47 -7.15 -1.69
63 C 1.98 -6.94 -1.88
64 C 0.15 -8.65 -1.96
65 Si -0.20 -6.92 0.05
66 Br -0.18 -0.12 -0.14
67 C 0.99 -6.89 1.50
68 C 0.37 -6.63 2.88
69 C 1.55 -8.34 1.48
70 C 2.14 -5.88 1.29
71 C -2.04 -7.09 0.37
72 C -2.95 -7.05 -0.87
73 C -2.14 -8.50 1.01
74 C -2.54 -6.03 1.36
75 H 0.15 -6.47 -3.69
76 H -0.12 -5.20 -2.50
77 H -1.33 -6.46 -2.75
78 H 2.22 -7.21 -2.91
79 H 2.59 -7.57 -1.23
80 H 2.27 -5.90 -1.74
81 H 0.47 -8.87 -2.98
82 H -0.92 -8.88 -1.91
83 H 0.69 -9.33 -1.30
84 H -0.42 -7.33 3.14
85 H -0.01 -5.61 2.98
86 H 1.16 -6.75 3.63
87 H 0.78 -9.09 1.65
88 H 2.27 -8.43 2.30
89 H 2.08 -8.58 0.56
90 H 1.77 -4.85 1.25
91 H 2.73 -6.09 0.41
92 H 2.80 -5.95 2.16
93 H -2.69 -7.79 -1.62
94 H -2.97 -6.07 -1.33
95 H -3.97 -7.27 -0.54
96 H -1.83 -9.30 0.33
97 H -3.19 -8.68 1.25
98 H -1.58 -8.60 1.94
99 H -2.42 -5.02 0.98
100 H -2.06 -6.10 2.33
101 H -3.61 -6.19 1.51
102 C 3.33 0.92 -0.15
103 S 2.18 1.16 -1.52
104 C 3.24 2.01 -2.70
105 H 4.06 0.18 -0.47
106 H 2.76 0.53 0.69
107 H 3.84 1.85 0.11
108 H 3.60 2.98 -2.36
109 H 2.69 2.12 -3.63
110 H 4.09 1.35 -2.88

Total energy   -266858.40795 eV
Charge   +4